{
  "formula": "C40H43I2InN6O3S4",
  "method": "ωB97M-V with the def2-TZVPD basis set",
  "relative_energy_ev": 2.421,
  "homo_energy_ev": -12.84,
  "total_charge": 2,
  "e_tot_ev": -121959.17538,
  "fmax_ha_per_bohr": 0.0828,
  "gap_ev": 7.94,
  "spin_multiplicity": 1,
  "species": ["C", "C", "C", "O", "O", "H", "H", "H", "C", "H", "C", "C", "C", "H", "I", "C", "C", "H", "C", "C", "H", "N", "H", "C", "H", "H", "H", "C", "H", "N", "C", "C", "H", "C", "H", "C", "C", "N", "C", "H", "C", "H", "C", "C", "H", "N", "H", "C", "H", "H", "C", "H", "H", "C", "C", "H", "N", "C", "H", "H", "H", "C", "H", "H", "H", "H", "C", "H", "In", "S", "H", "H", "S", "C", "H", "H", "C", "H", "C", "H", "H", "C", "C", "H", "O", "I", "C", "H", "C", "C", "N", "S", "C", "S", "H", "H", "C", "H", "C"],
  "coordinates": [[1.554857, -4.831532, -2.081785], [-0.837567, -5.004357, -2.317367], [-0.610144, -0.072300, -5.348908], [-0.968920, 3.678308, 0.939464], [1.329461, 3.630678, 1.486170], [-1.935139, 0.818328, 4.825360], [0.523150, -5.709973, 1.296520], [-0.432104, 4.068613, -4.911505], [-2.145993, -0.109802, -3.030798], [0.967952, -0.874182, -4.118872], [1.298126, 3.187607, -4.010227], [-0.917873, 3.103990, -3.068275], [-0.831761, -0.544338, -3.020783], [-2.330329, 2.353227, 5.633016], [-4.855555, 2.105309, -1.040335], [2.052406, -4.234827, 1.582845], [3.761968, 2.094520, 0.342892], [0.306196, 0.056410, 4.594512], [-1.634785, 1.866553, 4.936853], [-0.279825, -3.731113, 1.317782], [-0.015673, -0.068728, -6.248396], [1.098388, 1.616177, 3.464654], [1.509593, -0.892712, 1.711412], [-0.425341, 2.364806, -2.003454], [-5.520188, -3.063106, -0.584236], [7.087553, 1.713419, -0.090588], [1.672609, 0.899758, 5.371622], [5.121842, 2.300823, 0.513688], [-4.768527, -3.519752, 3.605078], [-1.724632, 2.515172, 3.621168], [-3.243731, -2.528579, 2.483754], [0.745935, -4.658802, 1.394194], [-2.608793, -2.345406, 3.336370], [1.790722, 2.442344, -2.951487], [2.851405, -4.959604, 1.625381], [-0.051902, 3.502044, -4.076659], [0.343134, 5.916106, 0.576929], [-1.416405, -0.018291, 2.037439], [-2.837600, -2.112757, 1.224206], [-1.297421, -4.050258, 1.144570], [0.180422, -2.908441, -1.798724], [6.289046, 0.034572, -1.701390], [5.576520, 0.606347, -1.128594], [-3.653404, -2.311994, 0.120269], [-1.925476, -3.172466, -2.055712], [0.843571, 0.857293, 0.612930], [0.143136, 2.967671, 5.452862], [6.028357, 1.552074, -0.220334], [-1.968268, 3.357301, -3.105630], [1.840110, 1.082395, 3.015714], [0.765574, 1.036040, 4.766109], [-2.353302, 0.729950, -6.290797], [3.349407, -2.548445, 1.853605], [0.013752, -2.383112, 1.459838], [0.916308, 2.028709, -1.962663], [-1.721034, -5.588304, -2.522231], [1.389620, -0.570078, -1.380667], [-0.053707, -0.531242, -4.168810], [2.531785, -5.289342, -2.112578], [0.826636, 6.694178, 1.152460], [-2.731696, -0.115007, -2.125074], [1.312697, -1.952767, 1.655966], [1.459264, 2.564046, 3.576378], [-3.715969, 0.706893, -4.214848], [5.471142, 3.043584, 1.213660], [-2.707313, 2.598708, 3.352286], [-1.924802, 0.372713, -5.368983], [-6.217556, -3.891352, 1.638243], [-0.449287, 1.851256, 1.826009], [1.539604, 0.926212, -0.689207], [-3.347111, -1.951860, -0.847490], [-1.361076, 3.470615, 3.692216], [-0.043555, -1.161624, -1.540474], [-0.218173, 1.936486, 5.505161], [1.973261, 3.521604, -4.781462], [3.038053, 2.681463, 0.884009], [3.321063, 1.138018, -0.559117], [-0.246008, 1.638927, 6.554521], [-5.272136, -3.386062, 1.525741], [-0.637049, 6.232518, 0.245182], [2.837792, 2.191134, -2.891948], [-0.960460, -3.653222, -2.053511], [1.440826, -3.477873, -1.805462], [2.299089, -2.855723, -1.604082], [-0.196491, 4.735238, 2.952170], [-2.931573, 1.050041, 0.740749], [-4.877077, -2.941103, 0.273579], [3.856619, -0.331228, -2.020812], [-4.459008, -3.178880, 2.629725], [0.420466, -5.589197, -2.337410], [-1.110366, -0.881897, -0.437888], [-1.284861, -1.201591, 1.130917], [-2.694345, 0.357371, -4.215293], [0.134384, 4.461179, 1.579289], [-1.086994, 2.057573, -1.206653], [0.958718, 5.616237, -0.260669], [2.334618, -2.884381, 1.713839], [0.513982, -6.639415, -2.568133], [4.217188, 0.394488, -1.308986]],
  "atomic_forces_ev_per_a": [[-0.054, -0.008, -0.009], [-0.032, 0.139, 0.051], [0.062, -0.035, 0.105], [-0.442, 0.540, -0.557], [0.548, 0.244, -0.181], [-0.029, 0.146, 0.048], [-0.032, -0.086, -0.013], [-0.015, 0.098, -0.111], [-0.134, -0.153, 0.231], [0.176, -0.027, -0.137], [0.057, -0.049, 0.012], [0.238, -0.067, 0.032], [-0.068, -0.183, 0.091], [0.113, -0.145, -0.126], [0.341, 0.098, 0.169], [-0.021, -0.044, 0.029], [-0.314, 0.159, 0.136], [0.145, 0.040, 0.045], [0.027, -0.224, 0.454], [-0.219, -0.188, 0.049], [0.048, 0.030, -0.104], [0.378, 0.180, -0.251], [0.096, -0.045, 0.050], [-0.186, -0.047, 0.427], [-0.054, -0.053, -0.051], [0.092, -0.015, -0.003], [-0.196, -0.021, -0.162], [-0.105, -0.122, -0.095], [-0.021, -0.015, 0.090], [-0.193, 0.425, -0.205], [0.211, 0.052, 0.095], [-0.022, 0.047, -0.007], [0.040, -0.005, 0.186], [0.086, 0.093, -0.147], [0.065, -0.062, 0.027], [-0.035, 0.013, 0.073], [-0.157, -0.436, 0.364], [0.574, -1.548, 0.897], [0.094, -0.185, -0.181], [-0.005, -0.104, 0.014], [0.297, 0.197, -0.153], [0.039, -0.088, -0.084], [-0.031, -0.051, -0.033], [0.273, 0.034, -0.156], [-0.190, -0.011, -0.046], [1.249, 0.888, -1.231], [-0.003, 0.060, 0.199], [-0.064, 0.006, -0.011], [-0.033, -0.003, 0.040], [-0.012, 0.107, -0.048], [-0.130, -0.116, 0.596], [-0.054, 0.052, -0.148], [0.135, 0.028, 0.040], [-0.382, -0.157, 0.034], [0.612, 0.067, 0.210], [-0.060, -0.075, -0.022], [0.284, -0.269, -0.610], [0.125, -0.058, 0.134], [0.071, -0.038, 0.027], [0.096, 0.041, 0.184], [-0.077, 0.054, 0.099], [0.128, 0.373, 0.159], [0.075, -0.093, 0.036], [-0.057, 0.036, -0.035], [-0.011, 0.079, 0.061], [0.249, -0.030, -0.049], [-0.088, -0.005, 0.057], [-0.129, -0.038, 0.049], [0.755, -0.178, 1.510], [-1.034, -0.888, 0.774], [0.027, 0.083, -0.133], [-0.272, -0.016, 0.080], [-0.098, 0.288, 0.694], [-0.134, -0.224, -0.254], [0.062, 0.038, -0.109], [-0.003, 0.067, 0.120], [-0.230, -0.147, -0.451], [-0.010, 0.078, -0.043], [0.018, 0.009, -0.051], [-0.163, 0.087, -0.009], [0.145, 0.015, -0.079], [-0.151, 0.155, -0.002], [0.070, 0.247, 0.006], [0.143, -0.030, 0.000], [-0.033, 0.965, 0.341], [-3.795, 1.492, -1.219], [0.105, 0.048, 0.065], [0.004, -0.121, -0.070], [0.116, 0.045, -0.046], [0.109, 0.012, 0.011], [-0.043, -0.625, -0.769], [0.532, -1.554, -0.537], [0.157, -0.121, 0.088], [0.445, 1.133, -0.232], [-0.083, -0.042, 0.003], [0.065, -0.031, -0.194], [-0.092, 0.018, 0.017], [0.038, -0.090, -0.002], [-0.021, -0.135, -0.143]]
}